ORCA calculation (wB97M-V/def2-TZVPD) on a 10-piece molecular cluster, C95H70F8O16S3 overall.

Structure (ORCA input):
```
! wB97M-V def2-TZVPD RIJCOSX def2/J DEFGRID3
* xyz 0 1
C 0.53 0.69 4.63
C 0.77 2.16 4.10
C 1.08 3.19 5.19
F 0.90 4.41 4.87
F 0.41 3.01 6.35
F 1.57 2.14 3.10
F -0.42 2.51 3.54
O 1.76 0.29 5.31
C 1.88 -1.18 5.40
C 3.24 -1.79 5.81
F 3.63 -1.23 7.02
F 3.11 -3.05 6.14
F 0.94 -1.61 6.24
F 1.56 -1.73 4.19
H 0.07 0.06 3.87
H -0.28 0.85 5.35
H 2.14 3.20 5.43
H 4.03 -1.74 5.06
C -1.05 -0.32 -3.86
S -0.41 -2.06 -4.32
O -1.37 -3.04 -3.61
C -0.91 -1.88 -6.12
H -1.13 -0.19 -2.79
H -2.04 -0.18 -4.29
H -0.31 0.38 -4.26
H -2.00 -1.76 -6.18
H -0.51 -2.67 -6.75
H -0.45 -0.95 -6.45
C -0.95 -1.07 -0.13
S 0.02 0.47 0.34
O -0.77 1.15 1.53
C 1.53 -0.48 0.85
H -0.57 -1.46 -1.08
H -1.94 -0.80 -0.47
H -0.86 -1.86 0.62
H 2.46 0.10 0.81
H 1.70 -1.31 0.16
H 1.42 -0.95 1.82
C -2.55 -1.79 3.09
S -3.28 -1.51 4.71
O -2.31 -0.44 5.37
C -4.72 -0.48 4.17
H -2.08 -0.86 2.80
H -3.27 -1.95 2.29
H -1.89 -2.65 3.20
H -5.41 -0.94 3.45
H -4.37 0.48 3.78
H -5.27 -0.29 5.09
C -11.41 -2.92 -0.56
C -11.72 -2.46 -1.84
C -10.67 -2.03 -2.67
C -9.33 -2.13 -2.25
C -9.05 -2.63 -0.94
C -10.10 -3.11 -0.10
C -7.62 -2.79 -0.44
O -7.30 -3.18 0.64
C -6.55 -2.53 -1.49
C -5.20 -2.78 -1.10
C -4.17 -2.56 -2.02
C -4.47 -2.15 -3.31
C -5.78 -1.95 -3.72
C -6.85 -2.06 -2.76
C -8.23 -1.70 -3.17
O -8.42 -1.38 -4.38
H -12.17 -3.28 0.12
H -12.77 -2.27 -1.97
H -10.98 -1.62 -3.62
H -9.86 -3.53 0.86
H -4.98 -3.16 -0.12
H -3.12 -2.75 -1.88
H -3.68 -2.02 -4.04
H -6.01 -1.70 -4.75
C -3.59 5.25 1.82
C -2.48 4.60 1.26
C -1.57 5.35 0.52
C -1.64 6.73 0.46
C -2.85 7.36 1.04
C -3.78 6.57 1.71
C -3.07 8.80 0.72
O -4.12 9.45 1.01
C -1.96 9.52 -0.03
C -2.03 10.94 -0.26
C -0.98 11.59 -0.87
C 0.21 10.95 -1.22
C 0.32 9.59 -0.99
C -0.72 8.88 -0.34
C -0.43 7.45 -0.04
O 0.66 6.90 -0.26
H -4.21 4.73 2.54
H -2.37 3.54 1.47
H -0.79 4.70 0.14
H -4.59 7.06 2.23
H -2.83 11.60 0.05
H -0.96 12.65 -1.01
H 1.04 11.50 -1.63
H 1.19 9.01 -1.26
C 4.04 -6.71 3.95
C 2.88 -6.00 4.15
C 2.30 -5.38 3.03
C 2.84 -5.38 1.75
C 3.98 -6.20 1.56
C 4.53 -6.92 2.69
C 4.72 -6.21 0.23
O 5.85 -6.66 0.17
C 3.92 -5.77 -0.92
C 4.24 -6.08 -2.19
C 3.45 -5.79 -3.31
C 2.18 -5.23 -3.11
C 1.78 -4.90 -1.84
C 2.72 -5.08 -0.77
C 2.16 -4.71 0.54
O 1.15 -4.00 0.65
H 4.45 -7.13 4.85
H 2.38 -5.85 5.10
H 1.46 -4.72 3.19
H 5.50 -7.38 2.50
H 5.14 -6.64 -2.35
H 3.87 -6.12 -4.24
H 1.59 -5.08 -4.00
H 0.81 -4.43 -1.73
C 3.69 1.23 -3.83
C 3.20 0.89 -2.60
C 3.74 -0.25 -2.01
C 4.76 -0.98 -2.63
C 5.17 -0.67 -3.90
C 4.63 0.47 -4.51
C 6.29 -1.45 -4.61
O 6.69 -1.13 -5.75
C 7.07 -2.41 -3.71
C 8.26 -2.99 -4.16
C 8.96 -3.93 -3.40
C 8.58 -4.13 -2.11
C 7.39 -3.59 -1.61
C 6.58 -2.71 -2.40
C 5.27 -2.16 -1.85
O 4.85 -2.56 -0.80
H 3.28 2.09 -4.35
H 2.35 1.43 -2.20
H 3.24 -0.50 -1.08
H 5.03 0.64 -5.49
H 8.58 -2.85 -5.19
H 9.80 -4.53 -3.72
H 8.95 -5.02 -1.60
H 7.17 -3.91 -0.60
C 4.60 1.31 5.58
C 5.73 1.51 6.34
C 6.98 1.48 5.83
C 7.16 1.21 4.47
C 6.02 1.01 3.67
C 4.75 1.10 4.19
C 6.20 0.72 2.20
O 5.27 0.92 1.40
C 7.60 0.24 1.77
C 7.83 -0.47 0.60
C 9.11 -0.73 0.15
C 10.22 -0.42 0.90
C 10.07 0.20 2.18
C 8.76 0.50 2.60
C 8.54 1.06 4.00
O 9.52 1.36 4.71
H 3.64 1.53 6.02
H 5.59 1.83 7.37
H 7.77 1.79 6.50
H 3.89 1.00 3.54
H 7.04 -0.54 -0.14
H 9.06 -1.24 -0.80
H 11.19 -0.75 0.54
H 10.92 0.30 2.84
C -2.58 2.31 -1.92
C -2.76 2.83 -3.22
C -3.94 2.69 -3.91
C -5.07 2.12 -3.25
C -4.90 1.52 -1.94
C -3.65 1.62 -1.35
C -6.10 0.97 -1.25
O -6.06 0.36 -0.19
C -7.44 1.33 -1.84
C -8.54 1.18 -1.08
C -9.84 1.34 -1.55
C -10.01 1.95 -2.79
C -8.91 2.24 -3.56
C -7.61 1.82 -3.17
C -6.41 2.12 -3.95
O -6.41 2.51 -5.13
H -1.68 2.45 -1.34
H -1.92 3.38 -3.62
H -4.04 3.00 -4.94
H -3.51 1.08 -0.42
H -8.51 0.91 -0.03
H -10.67 1.01 -0.95
H -10.99 2.06 -3.24
H -9.04 2.72 -4.52
*
```

Computed properties:
DFT total energy	-186651.6238	eV